[1]
Here is a molecular structure, C55H46F3IrN7O5Sb in a non-equilibrium geometry from the Open Molecules 2025 dataset. Energies are from the ωB97M-V functional and the def2-TZVPD basis.

XYZ file:
```
118
Properties=species:S:1:pos:R:3:mulliken_charge:R:1
Ir -0.66611 0.39310 -1.36070 1.790
C 4.25583 -1.84845 11.27099 -0.848
O 4.67418 -2.49618 10.08494 -0.461
C 4.06432 -2.15209 8.92761 0.911
C 4.39019 -2.91865 7.80667 -0.579
C 3.80932 -2.65256 6.58924 -0.530
C 2.87929 -1.61674 6.44927 0.127
C 2.58242 -0.83992 7.56483 -0.793
C 3.16366 -1.10070 8.79519 -0.533
C 2.24404 -1.39603 5.15764 0.378
N 2.60244 -1.95675 4.02425 -0.820
C 1.74855 -1.47642 3.07439 0.380
C 0.83511 -0.60549 3.65127 -0.124
N 1.16574 -0.56898 4.97999 -0.052
C -0.25607 -0.01843 2.95386 0.892
C -1.32313 0.67401 3.52151 -0.745
C -2.39675 1.00258 2.71451 -0.957
C -2.32589 0.73774 1.35485 -0.848
N -1.25519 0.22395 0.76342 -0.016
C -0.25255 -0.24187 1.55396 -0.160
C 0.72856 -1.05153 0.93131 -0.018
N 0.63237 -1.18268 -0.41929 -0.076
C 1.18954 -2.25998 -1.00230 -0.196
C 2.03674 -3.10726 -0.27690 0.201
C 2.33586 -2.82576 1.03615 -1.235
C 1.66648 -1.79250 1.68097 0.362
H 4.76630 -2.35505 12.08536 0.246
H 3.17518 -1.93878 11.40962 0.354
H 4.53635 -0.79157 11.27677 0.329
H 5.09911 -3.72692 7.92443 0.425
H 4.05153 -3.23960 5.71440 0.479
H 1.90316 0.00061 7.49131 0.253
H 2.91212 -0.47444 9.63895 0.392
H 0.68564 -0.04797 5.69088 0.207
H -1.34599 0.91008 4.57739 0.424
H -3.29483 1.44014 3.12482 0.581
H -3.17106 0.93687 0.71221 0.836
H 0.41852 -1.57663 -2.62991 -1.461
H 2.46120 -3.97578 -0.74863 0.111
H 3.05801 -3.42325 1.57550 0.608
O -1.89224 1.43930 -7.17569 -0.548
C -0.90134 0.57761 -7.08054 0.444
O -0.53000 -0.09895 -8.00861 -0.619
C -0.22962 0.47070 -5.75239 0.234
C 0.98242 -0.14124 -5.52381 -0.669
N 1.21409 -0.08119 -4.20451 -0.250
N 0.21194 0.51414 -3.54623 -0.243
C -0.67361 0.86583 -4.47194 -0.040
C -1.90725 1.56870 -4.01132 0.995
O -2.56980 2.24602 -4.80636 -0.920
O -2.15921 1.41442 -2.78116 -0.806
H -2.15788 1.85561 -6.30097 0.450
H 1.66180 -0.59962 -6.22157 0.550
H 2.00279 -0.43878 -3.69067 0.190
C -2.25244 -3.68136 -1.27161 -1.608
C -1.91969 -2.93164 -2.56731 3.297
C -3.18691 -2.64416 -3.37217 -1.906
C -0.87037 -3.70489 -3.33108 0.666
C -1.30681 -4.68212 -4.21454 -0.532
C -0.41027 -5.50247 -4.87230 -1.377
C 0.93560 -5.36320 -4.62344 -0.942
C 1.43715 -4.38297 -3.76522 0.297
C 2.95943 -4.38256 -3.66314 0.509
C 3.64451 -3.04202 -3.39258 -1.359
C 3.41822 -5.47828 -2.68784 -1.455
C 0.52211 -3.53839 -3.11595 -0.246
N 0.98128 -2.38202 -2.37327 2.268
H -2.91621 -3.07862 -0.64815 0.360
H -1.34450 -3.89373 -0.70286 0.303
H -2.74706 -4.62791 -1.50080 0.405
H -1.54805 -1.94378 -2.26022 -1.543
H -3.78175 -3.54363 -3.54085 0.491
H -2.94238 -2.20375 -4.34032 0.435
H -3.80831 -1.93649 -2.82214 0.363
H -2.36438 -4.80689 -4.39841 0.307
H -0.76524 -6.24391 -5.57605 0.390
H 1.63679 -6.01641 -5.12945 0.465
H 3.31716 -4.69535 -4.64842 0.490
H 3.42876 -2.63340 -2.41249 0.210
H 3.35058 -2.31163 -4.14848 0.119
H 4.72498 -3.18164 -3.46312 0.514
H 3.01174 -5.33885 -1.68708 0.357
H 4.50775 -5.48774 -2.61809 0.414
H 3.08945 -6.45638 -3.03860 0.422
F -7.07034 3.19924 1.17654 -0.361
C -5.79747 3.23995 0.73549 0.091
C -5.48503 2.64615 -0.47222 -0.711
C -4.16638 2.68098 -0.90264 -0.255
C -3.17146 3.29710 -0.14193 0.500
C -3.52492 3.88596 1.06809 -0.847
C -4.84041 3.86005 1.51304 -0.764
Sb -1.12622 3.19031 -0.83754 0.944
C -1.32505 4.79814 -2.25256 0.208
C -0.21545 5.55115 -2.62356 -0.772
C -0.33204 6.57173 -3.55510 -0.520
C -1.56814 6.81352 -4.12220 0.327
F -1.68608 7.80689 -5.02423 -0.347
C -2.68378 6.06980 -3.79259 -0.719
C -2.55091 5.05644 -2.85561 -0.106
C -0.25293 4.27614 0.81015 -0.582
C 0.61827 3.58447 1.64500 -0.368
C 1.12210 4.17933 2.79314 -0.634
C 0.73173 5.47049 3.08999 0.293
F 1.19825 6.04710 4.21636 -0.347
C -0.11762 6.19350 2.27305 -0.633
C -0.60195 5.58648 1.12299 -0.482
H -6.25122 2.15628 -1.05785 0.512
H -3.90633 2.20064 -1.83472 0.486
H -2.76952 4.35990 1.68265 0.419
H -5.12679 4.30223 2.45844 0.465
H 0.75140 5.34868 -2.17579 0.425
H 0.51691 7.17657 -3.84457 0.433
H -3.63424 6.28340 -4.26205 0.461
H -3.41933 4.46667 -2.60045 0.297
H 0.91023 2.56866 1.39603 0.421
H 1.79840 3.65487 3.45543 0.507
H -0.39858 7.20182 2.54612 0.457
H -1.26250 6.13889 0.46411 0.485
```

The value obtained for the HOMO energy (alpha / beta) is -6.389 / -6.382 eV. As for the charge: 0. For the LUMO energy (alpha / beta), the calculation gives -0.035 / -0.035 Ha. The calculation puts the orbital gap (alpha / beta) at 5.4 / 5.4 eV. Its total energy is -3527.19785 a.u.



[2]
Here is 9 unconnected molecules or ions with the total composition C55H46FNO36S2 from the Open Molecules 2025 dataset. Energies are from the ωB97M-V functional and the def2-TZVPD basis.

XYZ file:
```
141
Properties=species:S:1:pos:R:3:mulliken_charge:R:1
C 1.77199 -5.63107 -4.01411 -1.304
C 0.65903 -5.55717 -2.96598 0.369
S -0.25121 -7.09535 -2.66932 -0.083
C -0.83612 -7.62134 -4.28989 -1.086
N -2.15754 -7.14790 -4.76938 0.011
C -2.40109 -5.69391 -4.73052 -0.930
C -1.41245 -4.91968 -5.61330 0.043
C -2.03265 -4.43602 -6.93386 -1.023
C -2.10369 -5.53126 -7.97497 0.503
O -3.09809 -6.11425 -8.27337 -0.511
O -0.93073 -5.81110 -8.60894 -0.479
S -3.40621 -8.05112 -4.20447 1.179
O -4.60986 -7.31394 -4.32004 -0.600
O -3.27817 -9.37290 -4.69473 -0.561
F -3.09385 -8.14892 -2.67061 -0.230
H 2.06613 -6.65781 -4.22965 0.367
H 2.66062 -5.12545 -3.63446 0.391
H 1.51149 -5.12999 -4.94478 0.220
H -0.04850 -4.76034 -3.18494 -0.107
H 1.10205 -5.32719 -2.00133 0.225
H -0.90826 -8.70562 -4.22492 0.521
H -0.09601 -7.41866 -5.06075 0.538
H -2.41228 -5.30279 -3.71014 0.472
H -3.39365 -5.53669 -5.14092 0.649
H -1.07577 -4.04024 -5.06447 0.297
H -0.51946 -5.50718 -5.82407 -0.044
H -1.40781 -3.63555 -7.33784 0.398
H -3.02851 -4.02538 -6.78899 0.442
H -0.17630 -5.59448 -8.04968 0.339
O 1.49551 -2.97350 -1.47513 -0.752
C 0.76944 -2.32609 -0.73709 1.746
C 0.07806 -2.89115 0.40227 -0.959
C -0.71485 -2.12102 1.16232 0.322
O -1.35924 -2.58480 2.22107 -0.653
C -0.91517 -0.66700 0.84745 0.595
O -1.66838 -0.02318 1.55719 -0.499
C -0.21889 -0.09656 -0.28885 -0.689
C 0.57676 -0.86780 -1.03779 -0.715
O 1.25229 -0.40281 -2.08909 -0.593
H 0.23092 -3.94099 0.60964 0.589
H -1.85128 -1.84182 2.61793 0.295
H -0.37623 0.95247 -0.49586 0.592
H 1.73831 -1.16293 -2.46297 0.370
O -8.11046 -0.18419 -2.06429 -0.635
C -6.97763 0.04987 -1.68582 1.132
C -6.49847 -0.17406 -0.33779 -0.830
C -5.23078 0.14431 -0.04257 0.282
O -4.68618 -0.01812 1.15348 -0.618
C -4.28508 0.72920 -1.06937 1.037
O -3.16698 1.00594 -0.66239 -0.336
C -4.75266 0.92716 -2.41632 -1.300
C -6.02076 0.61242 -2.71240 0.352
O -6.55574 0.76935 -3.91288 -0.621
H -7.18261 -0.59002 0.38794 0.473
H -3.75789 0.28926 1.08015 0.276
H -4.07253 1.34165 -3.14573 0.472
H -7.48331 0.46848 -3.83629 0.376
O -4.69147 3.65362 -1.53625 -0.376
C -4.32360 4.81343 -1.47942 1.040
C -4.80978 5.85660 -2.35751 -1.096
C -4.34039 7.10407 -2.21619 0.137
O -4.72526 8.12732 -2.96236 -0.496
C -3.30861 7.46187 -1.17015 1.181
O -2.93668 8.61951 -1.14152 -0.618
C -2.83134 6.42010 -0.28634 -0.956
C -3.29985 5.17024 -0.42414 0.089
O -2.89917 4.16436 0.33602 -0.429
H -5.54771 5.59123 -3.10176 0.474
H -4.25149 8.92283 -2.64095 0.346
H -2.09809 6.68512 0.46217 0.476
H -3.34576 3.35233 0.02816 0.192
O 1.88998 -0.92465 1.55017 -0.060
C 2.99291 -0.68463 2.02335 0.589
C 3.32652 -0.91729 3.40608 -1.178
C 4.56434 -0.63884 3.84440 0.587
O 4.97125 -0.84314 5.08212 -0.613
C 5.62403 -0.06390 2.93276 1.240
O 6.71463 0.17071 3.42145 -0.654
C 5.29220 0.16388 1.54277 -1.055
C 4.05805 -0.12368 1.10593 0.496
O 3.67827 0.07027 -0.14857 -0.670
H 2.56333 -1.33264 4.04905 0.554
H 5.91275 -0.56966 5.12812 0.193
H 6.05827 0.56495 0.89423 0.489
H 2.73850 -0.17507 -0.20889 0.322
O -1.40722 0.29088 4.51274 -0.535
C -1.46047 1.40184 5.00782 1.041
C -1.01130 1.71200 6.34951 -1.055
C -1.13391 2.96596 6.80688 0.213
O -0.75634 3.35273 8.01462 -0.585
C -1.73033 4.07558 5.96968 1.154
O -1.80545 5.17213 6.49684 -0.634
C -2.16017 3.77364 4.62594 -0.927
C -2.03558 2.51970 4.15804 0.139
O -2.39855 2.16825 2.94194 -0.234
H -0.59071 0.91329 6.94384 0.458
H -0.97093 4.30609 8.06845 0.374
H -2.57183 4.57384 4.02712 0.538
H -2.19474 1.21820 2.80257 0.214
O 5.43354 -3.68125 2.41506 -0.651
C 6.56680 -3.90217 2.01963 1.232
C 7.69016 -3.02494 2.24389 -0.761
C 8.89176 -3.35682 1.74881 0.183
O 9.98112 -2.62502 1.89667 -0.586
C 9.10690 -4.62903 0.95622 0.933
O 10.23261 -4.82769 0.53913 -0.628
C 7.98232 -5.51783 0.74663 -1.010
C 6.78396 -5.18193 1.24548 0.241
O 5.69426 -5.92105 1.11038 -0.589
H 7.52048 -2.12326 2.81638 0.458
H 10.69621 -3.10543 1.43309 0.375
H 8.14807 -6.42956 0.19066 0.447
H 4.97810 -5.43624 1.56614 0.374
O -8.12073 13.39903 -6.67566 -0.627
C -7.54156 12.71293 -5.85316 1.075
C -7.60735 11.27052 -5.78850 -0.955
C -6.92980 10.62936 -4.82368 0.375
O -6.92001 9.31509 -4.68738 -0.539
C -6.10308 11.37308 -3.79393 1.019
O -5.55377 10.68838 -2.94834 -0.612
C -6.01826 12.81237 -3.86978 -1.086
C -6.69266 13.44980 -4.83860 0.339
O -6.68741 14.76099 -5.00018 -0.570
H -8.20207 10.75187 -6.52677 0.436
H -6.34123 9.09721 -3.92702 0.356
H -5.41455 13.33085 -3.13866 0.441
H -7.26318 14.94021 -5.77102 0.375
O 7.37169 -5.17971 8.38095 -0.620
C 7.67646 -4.00264 8.35686 0.941
C 7.26461 -3.06893 7.32663 -0.898
C 7.68012 -1.79963 7.40564 0.084
O 7.36510 -0.86323 6.51815 -0.430
C 8.56231 -1.29835 8.52429 1.006
O 8.88520 -0.12535 8.47729 -0.644
C 8.95789 -2.22489 9.56213 -0.987
C 8.54334 -3.49832 9.48987 0.292
O 8.84739 -4.42361 10.38447 -0.566
H 6.63253 -3.43084 6.52743 0.573
H 7.80673 -0.04168 6.81820 0.306
H 9.57860 -1.85743 10.36674 0.439
H 8.41978 -5.24877 10.08070 0.379
```

The value obtained for the HOMO energy is -9.363 eV. As for the charge: 0. For the LUMO energy, the calculation gives -0.075 Ha. As for the structure (SMILES): CCSCN(CCCC(=O)O)S(=O)(=O)F.O=C1C=C(O)C(=O)C=C1O.O=C1C=C(O)C(=O)C=C1O.O=C1C=C(O)C(=O)C=C1O.O=C1C=C(O)C(=O)C=C1O.O=C1C=C(O)C(=O)C=C1O.O=C1C=C(O)C(=O)C=C1O.O=C1C=C(O)C(=O)C=C1O.O=C1C=C(O)C(=O)C=C1O. The calculation puts the orbital gap at 7.3 eV. Its total energy is -5783.08413 a.u.